{"formula": "C3H8O2Sm", "method": "ωB97M-V with the def2-TZVPD basis set", "e_tot_ev": -25229.0691, "e_lumo_ha": [-0.1189, -0.1428], "spin_multiplicity": 8, "charge": 1, "e_homo_ev": [-9.49, -14.04], "s_squared": 15.755, "species": ["Sm", "O", "O", "C", "C", "C", "H", "H", "H", "H", "H", "H", "H", "H"], "xyz": [[-1.89127, -1.85419, -1.40012], [-0.21578, -0.53602, 0.01210], [1.49492, 0.53112, 1.01985], [-1.17525, 0.52182, 1.97037], [-0.06419, -0.27492, 1.36469], [1.60668, 1.93970, 1.14111], [-1.70075, 1.12680, 1.22184], [1.31062, 2.28776, 2.14167], [0.89234, 0.02713, -0.27110], [0.26696, -1.16409, 1.91675], [0.98774, 2.46145, 0.39553], [-0.77139, 1.16911, 2.75891], [-1.89921, -0.18148, 2.40479], [2.66222, 2.18459, 0.98392]], "atomic_forces_ev_per_a": [[0.4477, 0.3268, 0.3083], [1.3671, 0.4071, -1.1667], [-2.7232, -1.6057, -0.1178], [0.3967, 0.3427, 0.0640], [2.0808, 0.7646, -1.5656], [-0.2320, 0.4561, 0.1535], [0.3313, -0.0570, 0.1484], [0.1454, -0.2049, -0.2016], [-1.9175, -0.9295, 2.0913], [0.2215, 0.5746, 0.0306], [0.1606, -0.0869, 0.1609], [-0.3009, -0.1695, -0.0099], [0.2482, 0.1740, 0.0777], [-0.2256, 0.0077, 0.0270]]}

{"formula": "C3H8O3", "method": "ωB97M-V with the def2-TZVPD basis set", "e_tot_ev": -9375.4251, "e_lumo_ha": [0.0176, 0.0176], "e_homo_ev": [-7.20, -7.21], "species": ["O", "O", "O", "C", "C", "C", "H", "H", "H", "H", "H", "H", "H", "H"], "xyz": [[-2.14802, -1.44929, -1.01374], [0.02570, 1.98445, 1.25241], [-0.76100, -1.89566, -1.15038], [1.05115, 1.22509, 0.72516], [0.24703, -0.06469, -0.75360], [0.28794, -0.76281, 0.42146], [1.66116, 0.82670, 1.52895], [-0.62481, 0.52329, -1.00425], [1.66743, 1.71486, -0.02910], [-0.53930, -0.70440, 1.11299], [1.11397, -1.42168, 0.64689], [1.03457, -0.15803, -1.48674], [-2.58757, -2.28189, -0.80089], [-0.42825, 2.46405, 0.55084]], "atomic_forces_ev_per_a": [[0.4192, -0.1706, 0.0337], [0.1182, -0.1356, -0.1587], [-0.3197, 0.2256, 0.0613], [-0.4076, -0.6074, -0.2478], [0.0418, 0.1798, 0.0663], [0.1620, 0.4454, 0.2181], [-0.0114, 0.0131, -0.0273], [-0.0192, -0.0068, 0.0385], [-0.0747, -0.0504, 0.0255], [-0.0329, 0.0119, -0.0259], [0.0056, 0.0190, -0.0350], [0.0152, -0.0010, 0.0432], [0.0638, 0.1033, -0.0306], [0.0398, -0.0262, 0.0388]]}

{"formula": "C3H8O3", "method": "ωB97M-V with the def2-TZVPD basis set", "smiles": "O=CO.CCO", "e_tot_ev": -9382.5352, "e_lumo_ha": 0.0208, "e_homo_ev": -10.30, "species": ["O", "O", "O", "C", "C", "C", "H", "H", "H", "H", "H", "H", "H", "H"], "xyz": [[-2.60498, -1.18487, -1.62539], [5.93928, 3.06744, 0.38998], [4.88652, 1.13023, 0.19764], [-3.59150, -1.32275, 0.51414], [5.93684, 1.90301, 0.57237], [-2.88249, -0.40872, -0.45040], [-1.99871, 0.13276, -0.12375], [6.71298, 1.28222, 1.03790], [-4.09532, -0.70992, 1.26665], [-3.60138, 0.39171, -0.70037], [-2.85042, -1.90894, 1.05377], [5.02065, 0.18731, 0.33609], [-2.56002, -0.65919, -2.41750], [-4.31146, -1.90029, -0.05113]], "atomic_forces_ev_per_a": [[0.1845, -0.4750, 0.5490], [0.2447, 0.7108, 0.0566], [-0.3696, 0.3728, -0.2629], [0.8562, 0.7696, 0.7603], [-0.5638, -1.4219, -0.1107], [-1.1339, 0.7093, -1.4544], [0.3040, -0.3988, 0.4907], [0.3910, 0.3062, 0.1295], [-0.1281, -0.1335, -0.0494], [0.1437, -0.1375, -0.1663], [-0.2518, -0.5507, -0.1191], [0.2955, 0.0316, 0.1869], [0.0537, 0.5102, -0.1577], [-0.0260, -0.2931, 0.1474]]}

{"formula": "C3H8O3", "method": "ωB97M-V with the def2-TZVPD basis set", "smiles": "CCOC=O.O", "e_tot_ev": -9382.6272, "e_lumo_ha": 0.0274, "e_homo_ev": -11.02, "species": ["O", "O", "O", "C", "C", "C", "H", "H", "H", "H", "H", "H", "H", "H"], "xyz": [[0.46959, -0.86992, -0.34803], [0.39975, 2.48473, -2.26842], [-0.56212, -2.12300, -2.00471], [-0.12956, 0.52427, 1.44712], [0.60445, -0.70116, 1.02199], [-0.53918, -1.69125, -0.84862], [-1.22706, 0.48871, 1.34297], [0.64580, 1.54560, -2.10797], [0.17175, -1.59549, 1.51027], [-1.30870, -1.92786, -0.08736], [0.25238, 1.37475, 0.85770], [0.11783, 0.69266, 2.50874], [-0.58424, 2.48726, -2.26573], [1.68929, -0.68928, 1.24206]], "atomic_forces_ev_per_a": [[-0.9193, -1.3962, -3.2378], [-0.7685, -0.9040, 0.2447], [0.1936, 1.6748, 3.4888], [0.3681, 1.1398, 0.7693], [-0.5696, -1.1215, 1.1472], [1.0300, -0.4730, -2.0165], [0.4865, -0.2689, -0.0689], [-0.3030, 0.8956, -0.1845], [0.3235, 0.2668, 0.1361], [0.2151, 0.0144, -0.1660], [-0.2428, -0.1594, 0.3044], [-0.2700, 0.2089, -0.3137], [1.0744, -0.0652, -0.0251], [-0.6178, 0.1877, -0.0778]]}

{"formula": "C3H8O3", "method": "ωB97M-V with the def2-TZVPD basis set", "e_tot_ev": -9379.0068, "e_lumo_ha": 0.0172, "e_homo_ev": -7.64, "species": ["O", "O", "O", "C", "C", "C", "H", "H", "H", "H", "H", "H", "H", "H"], "xyz": [[-0.12573, 1.76555, 0.68745], [1.30394, -0.56059, 1.31778], [-0.72855, -0.75920, 0.25047], [-1.34238, -0.83161, -1.34502], [0.70250, 1.08279, -0.24776], [0.66133, -0.39393, 0.09720], [1.23007, -1.48908, 1.57532], [0.26039, 1.21680, -1.23587], [1.73507, 1.44797, -0.22502], [-1.63711, -1.89342, -1.27630], [0.32144, 1.71355, 1.54405], [-2.27857, -0.28093, -1.12956], [-1.12374, 0.02465, 0.69169], [1.02133, -1.04256, -0.70443]], "atomic_forces_ev_per_a": [[0.1430, 0.0411, 0.2448], [0.0067, -0.2458, 0.1223], [-0.0061, 0.1693, -0.0831], [-0.3456, -0.1771, 0.2190], [0.0949, -0.0713, -0.1990], [0.0917, 0.1042, -0.1944], [0.0790, 0.1292, 0.0288], [0.0875, -0.0062, 0.1488], [-0.1452, -0.0509, -0.0122], [-0.0210, 0.1547, -0.0676], [-0.1044, 0.1117, -0.0795], [0.1185, -0.0909, -0.0995], [-0.0225, -0.1825, -0.1590], [0.0236, 0.1145, 0.1306]]}

{"formula": "C3H8O3S", "method": "ωB97M-V with the def2-TZVPD basis set", "smiles": "CS(=O)(=O)CCO", "e_tot_ev": -20216.5088, "e_lumo_ha": 0.0226, "e_homo_ev": -10.47, "species": ["S", "O", "O", "O", "C", "C", "C", "H", "H", "H", "H", "H", "H", "H", "H"], "xyz": [[0.96072, -0.61536, -0.01552], [1.95432, -1.58370, 0.47200], [-2.38281, -0.87200, -0.38447], [0.44621, -0.92966, -1.31841], [-1.64446, 0.21918, 0.09303], [1.78037, 0.98563, -0.36118], [-0.50738, -0.28518, 1.02185], [-2.26538, 0.81208, 0.71291], [-1.28636, 0.96687, -0.62775], [-1.84391, -1.18688, -1.26133], [2.46651, 0.44619, -1.15089], [-0.40021, 0.40127, 1.88435], [2.46508, 1.48334, 0.40685], [-0.74145, -1.36770, 1.32671], [0.99875, 1.52596, -0.79817]], "atomic_forces_ev_per_a": [[2.3410, 0.0398, 0.7162], [-1.6402, 1.5286, 0.4573], [1.9728, -0.6030, -3.8960], [-1.0742, -0.2317, -0.7426], [0.8306, -0.3329, 0.7691], [3.0131, -2.8610, 0.3115], [0.0103, -1.4821, -0.2251], [-1.0575, 0.3417, 0.8018], [0.0743, -0.6192, -0.3951], [-1.8811, 0.8896, 3.1475], [-1.1279, 1.7219, 1.0956], [0.6341, -0.6330, -0.4495], [-1.4539, -0.7927, -0.8526], [0.0291, 1.7022, -0.0147], [-0.6704, 1.3318, -0.7236]]}